# 1
ORCA calculation (ωB97M-V/def2-TZVPD) on C10H40O10 as an isolated structure at a distorted geometry.

Geometry (Å):
C1 1.679 1.967 -1.949
O1 1.980 3.324 -2.165
H1 0.762 1.641 -2.441
H2 2.531 1.379 -2.293
H3 1.541 1.849 -0.875
H4 2.181 3.544 -3.078
C2 -0.910 0.601 3.862
O2 -1.870 0.049 4.711
H5 -1.354 1.315 3.168
H6 -0.161 1.161 4.422
H7 -0.501 -0.171 3.210
H8 -2.169 -0.739 4.251
C3 -0.700 3.004 -0.899
O3 -1.031 2.018 0.100
H9 -0.617 2.608 -1.912
H10 -1.380 3.851 -0.813
H11 0.286 3.363 -0.602
H12 -0.284 1.416 0.137
C4 -1.832 0.383 -2.304
O4 -0.779 0.420 -3.234
H13 -1.663 1.036 -1.447
H14 -2.765 0.738 -2.739
H15 -2.088 -0.639 -2.024
H16 -0.658 1.333 -3.507
C5 1.618 -0.774 -1.762
O5 2.667 -0.953 -2.704
H17 0.752 -0.245 -2.159
H18 1.128 -1.714 -1.510
H19 1.931 -0.231 -0.870
H20 3.387 -1.443 -2.301
C6 -1.618 -2.974 -1.125
O6 -1.451 -2.335 0.141
H21 -2.622 -2.831 -1.525
H22 -0.900 -2.510 -1.800
H23 -1.429 -4.047 -1.139
H24 -0.580 -2.579 0.462
C7 0.973 -2.587 1.531
O7 0.300 -3.239 0.440
H25 1.783 -1.993 1.109
H26 0.395 -2.029 2.268
H27 1.370 -3.321 2.231
H28 0.943 -3.852 0.077
C8 -0.116 -0.156 0.425
O8 0.810 0.948 0.360
H29 -0.498 -0.156 1.446
H30 -0.943 -0.090 -0.282
H31 0.480 -1.063 0.323
H32 1.557 0.725 0.920
C9 -2.993 -0.250 1.144
O9 -3.108 -0.897 -0.117
H33 -3.929 0.108 1.573
H34 -2.554 -0.989 1.814
H35 -2.322 0.609 1.119
H36 -2.437 -1.583 -0.074
C10 2.813 1.517 1.311
O10 2.507 0.173 1.549
H37 1.873 1.975 1.004
H38 3.194 2.000 2.210
H39 3.520 1.622 0.488
H40 3.299 -0.285 1.841

Atoms 1-2, force components in eV/Å:
1.24 0.35 -0.51
0.02 1.34 0.04

Properties
* energy: -1156.82848 hartree
* max |F|: 9.19 eV Å⁻¹
* LUMO: -0.377 eV
* orbital gap: 8.2 eV
* molecular weight: 320.42 g/mol

# 2
ORCA calculation (ωB97M-V/def2-TZVPD) on a 12-piece molecular cluster, C10H42BF4N20O11 overall at a distorted geometry.

Geometry (Å):
B1 0.712 0.706 0.132
F1 1.782 1.505 -0.288
F2 0.777 0.404 1.482
F3 -0.522 1.282 -0.268
F4 0.766 -0.503 -0.606
O1 0.220 3.628 1.002
H1 -0.017 2.730 0.741
H2 0.892 3.864 0.342
C1 -2.719 -2.389 -1.158
O2 -2.427 -3.118 -0.218
N1 -3.781 -2.640 -1.992
N2 -1.977 -1.318 -1.524
H3 -4.323 -3.438 -1.715
H4 -4.121 -1.987 -2.671
H5 -1.199 -1.101 -0.926
H6 -2.260 -0.770 -2.315
C2 0.933 4.584 -2.096
O3 1.326 5.161 -1.086
N3 1.663 4.584 -3.255
N4 -0.310 4.039 -2.218
H7 1.353 3.992 -4.003
H8 2.586 4.973 -3.227
H9 -0.530 3.519 -3.048
H10 -0.903 4.078 -1.398
C3 -2.564 1.523 -3.977
O4 -3.510 1.895 -4.640
N5 -1.319 1.222 -4.497
N6 -2.494 1.543 -2.603
H11 -1.316 1.099 -5.494
H12 -0.551 0.931 -3.920
H13 -3.151 2.103 -2.079
H14 -1.636 1.289 -2.147
C4 4.188 -1.687 0.218
O5 4.436 -1.061 -0.800
N7 3.262 -1.337 1.161
N8 4.722 -2.919 0.469
H15 3.313 -1.692 2.099
H16 2.677 -0.531 0.989
H17 4.344 -3.491 1.200
H18 5.394 -3.255 -0.194
C5 -2.316 -0.370 3.410
O6 -1.955 0.806 3.499
N9 -2.615 -1.151 4.482
N10 -2.398 -0.989 2.206
H19 -2.381 -0.817 5.398
H20 -2.700 -2.147 4.381
H21 -2.099 -0.440 1.421
H22 -2.335 -1.988 2.086
C6 2.380 1.856 4.066
O7 3.074 1.796 5.074
N11 1.039 2.063 4.000
N12 2.958 1.808 2.822
H23 0.442 2.185 4.794
H24 0.649 2.145 3.076
H25 2.440 2.079 2.004
H26 3.908 1.508 2.727
C7 0.126 -2.233 3.432
O8 -0.444 -3.132 4.045
N13 0.631 -1.112 4.018
N14 0.212 -2.243 2.066
H27 0.703 -0.353 3.362
H28 0.422 -0.884 4.971
H29 0.798 -1.625 1.544
H30 -0.021 -3.154 1.685
C8 2.631 -0.821 -3.963
O9 2.433 -0.802 -5.170
N15 2.696 0.356 -3.259
N16 2.786 -1.920 -3.172
H31 2.779 1.250 -3.704
H32 2.661 0.422 -2.251
H33 2.936 -1.724 -2.196
H34 3.072 -2.760 -3.638
C9 -3.539 3.093 0.294
O10 -3.111 3.690 -0.696
N17 -4.654 3.495 0.966
N18 -2.865 2.105 0.940
H35 -5.071 4.378 0.749
H36 -4.813 2.959 1.799
H37 -1.956 1.884 0.547
H38 -3.058 1.703 1.844
C10 0.410 -4.848 -0.158
O11 0.484 -4.946 1.064
N19 -0.362 -5.716 -0.885
N20 0.872 -3.755 -0.825
H39 -0.166 -5.793 -1.867
H40 -0.602 -6.500 -0.300
H41 1.408 -3.060 -0.336
H42 0.792 -3.716 -1.824

Atoms 1-2, force components in eV/Å:
0.34 -0.74 -1.69
-0.20 -0.02 0.42

Properties
* charge: -1
* energy: -2754.14059 hartree
* max |F|: 2.18 eV Å⁻¹
* LUMO: 2.220 eV
* orbital gap: 9.1 eV
* molecular weight: 705.38 g/mol

# 3
ORCA calculation (ωB97M-V/def2-TZVPD) on a 11-piece molecular cluster, C10H42O16 overall at a distorted geometry.

Geometry (Å):
O1 -2.726 -0.180 -1.778
C1 -3.903 0.286 -2.405
C2 -4.388 1.736 -1.903
O2 -3.300 2.667 -1.607
H1 -2.050 0.541 -1.805
H2 -3.689 0.339 -3.444
H3 -4.669 -0.507 -2.249
H4 -4.967 1.649 -0.976
H5 -5.041 2.172 -2.693
H6 -2.936 2.523 -0.745
O3 3.766 -2.196 1.335
C3 4.282 -2.135 0.035
C4 4.828 -0.798 -0.350
O4 3.820 0.170 -0.611
H7 3.305 -3.031 1.390
H8 5.093 -2.891 -0.095
H9 3.523 -2.520 -0.618
H10 5.356 -0.918 -1.292
H11 5.542 -0.429 0.378
H12 3.717 0.638 0.234
O5 -1.372 2.940 -3.815
C5 -1.062 1.723 -4.383
C6 0.057 1.135 -3.514
O6 -0.364 1.280 -2.132
H13 -2.055 2.915 -3.199
H14 -1.901 1.035 -4.328
H15 -0.791 1.870 -5.397
H16 0.963 1.640 -3.738
H17 0.196 0.117 -3.702
H18 -0.286 2.228 -1.765
O7 -0.183 -4.666 -0.074
C7 -0.445 -4.768 1.348
C8 0.680 -3.954 2.019
O8 1.862 -4.424 1.388
H19 -0.348 -3.726 -0.291
H20 -1.467 -4.377 1.511
H21 -0.453 -5.826 1.640
H22 0.774 -4.041 3.094
H23 0.659 -2.884 1.826
H24 1.527 -4.848 0.594
O9 -0.322 0.639 2.611
C9 -1.668 0.261 2.876
C10 -2.727 1.171 2.224
O10 -2.589 1.130 0.784
H25 -0.077 0.378 1.706
H26 -1.927 -0.681 2.470
H27 -1.879 0.264 3.962
H28 -2.577 2.209 2.658
H29 -3.657 0.720 2.551
H30 -3.118 0.493 0.345
O11 -0.174 3.741 -0.966
H31 0.406 4.456 -1.210
H32 0.238 3.310 -0.169
O12 1.708 3.150 1.306
H33 1.322 3.422 2.141
H34 2.199 2.348 1.573
O13 0.723 2.758 3.914
H35 1.660 2.658 4.162
H36 0.605 1.828 3.613
O14 3.585 0.632 2.166
H37 4.279 0.750 2.818
H38 3.588 -0.329 2.004
O15 0.681 -0.136 0.034
H39 1.552 -0.516 0.004
H40 0.537 0.344 -0.754
O16 -1.398 -2.202 -0.126
H41 -0.752 -1.588 0.283
H42 -1.770 -1.693 -0.860

Atoms 1-2, force components in eV/Å:
0.17 0.56 0.69
-0.42 0.75 1.01

Properties
* energy: -1610.00288 hartree
* max |F|: 3.26 eV Å⁻¹
* LUMO: 0.333 eV
* orbital gap: 10.2 eV
* molecular weight: 418.43 g/mol

# 4
ORCA calculation (ωB97M-V/def2-TZVPD) on a 16-piece molecular cluster, C10H46NO17 overall at a distorted geometry.

Geometry (Å):
C1 2.159 -1.975 0.121
C2 1.491 -1.122 -1.055
O1 0.590 -0.191 -0.417
C3 0.868 1.131 -0.895
C4 0.176 2.202 0.063
O2 -1.175 1.870 0.420
C5 -2.027 1.778 -0.714
C6 -2.737 0.377 -0.690
C7 -3.177 -0.107 0.652
C8 -3.889 -1.397 0.725
C9 -4.104 -2.118 -0.521
N1 -3.650 -1.650 -1.745
C10 -2.976 -0.436 -1.868
H1 1.435 -1.904 0.987
H2 2.177 -3.056 -0.179
H3 3.185 -1.588 0.395
H4 2.261 -0.639 -1.709
H5 0.884 -1.813 -1.706
H6 1.958 1.380 -0.980
H7 0.403 1.238 -1.936
H8 0.774 2.169 1.023
H9 0.294 3.266 -0.308
H10 -1.546 2.023 -1.694
H11 -2.858 2.539 -0.574
H12 -2.950 0.529 1.548
H13 -4.248 -1.762 1.714
H14 -4.671 -3.089 -0.468
H15 -3.858 -2.244 -2.555
H16 -2.638 -0.106 -2.894
O3 -6.007 -4.557 -0.163
H17 -6.775 -4.030 -0.415
H18 -6.234 -4.894 0.713
O4 0.666 2.300 -3.964
H19 -0.212 2.296 -4.368
H20 0.602 2.973 -3.276
O5 5.419 -1.762 1.058
H21 5.730 -1.092 1.682
H22 6.134 -2.409 1.035
O6 3.308 3.532 -0.396
H23 4.033 3.256 -0.969
H24 3.721 3.619 0.477
O7 -2.877 0.852 -5.224
H25 -2.466 0.449 -6.002
H26 -3.707 0.371 -5.124
O8 4.082 0.538 2.888
H27 3.743 0.427 1.991
H28 3.297 0.469 3.440
O9 3.031 -1.804 3.598
H29 3.749 -2.096 3.019
H30 3.451 -1.710 4.460
O10 0.997 3.792 3.084
H31 0.361 3.089 3.277
H32 0.821 4.023 2.163
O11 0.321 6.493 3.694
H33 0.600 5.588 3.895
H34 -0.583 6.541 4.026
O12 3.915 -4.448 3.034
H35 4.190 -5.348 3.245
H36 3.015 -4.390 3.376
O13 4.301 4.523 2.272
H37 3.715 5.289 2.310
H38 4.018 3.974 3.014
O14 -6.564 -1.591 -3.070
H39 -7.108 -2.287 -2.683
H40 -5.820 -1.505 -2.465
O15 0.497 1.599 4.942
H41 0.791 2.259 5.582
H42 1.219 0.961 4.916
O16 1.057 -5.818 0.232
H43 1.406 -5.515 -0.614
H44 0.575 -5.055 0.572
O17 -2.179 -1.203 -7.738
H45 -2.919 -1.818 -7.673
H46 -1.779 -1.410 -8.591

Atoms 1-2, force components in eV/Å:
-0.77 0.34 -0.61
0.17 -1.57 0.88

Properties
* charge: +1
* energy: -1742.12255 hartree
* max |F|: 3.05 eV Å⁻¹
* LUMO: -4.304 eV
* orbital gap: 7.5 eV
* molecular weight: 452.47 g/mol

# 5
ORCA calculation (ωB97M-V/def2-TZVPD) on an isolated ion of composition C10H4F17O3S and charge -1.

Geometry (Å):
O1 -1.306 3.190 -3.324
S1 -2.493 2.557 -3.886
O2 -2.739 2.861 -5.289
O3 -3.677 2.657 -3.021
C1 -2.122 0.789 -3.881
C2 -1.773 0.281 -2.478
C3 -0.336 -0.145 -2.312
F1 0.094 -0.932 -3.345
F2 0.501 0.912 -2.231
C4 -0.127 -0.986 -1.025
F3 -0.555 -0.247 0.026
F4 -0.907 -2.081 -1.087
C5 1.351 -1.479 -0.744
F5 1.378 -2.829 -0.692
F6 2.176 -1.100 -1.731
C6 2.008 -0.972 0.578
F7 1.920 0.366 0.639
F8 3.314 -1.291 0.523
C7 1.427 -1.632 1.874
F9 2.143 -2.746 2.123
F10 0.149 -2.004 1.692
C8 1.538 -0.764 3.173
F11 2.810 -0.338 3.267
F12 1.292 -1.613 4.196
C9 0.583 0.461 3.369
F13 1.048 1.519 2.694
F14 -0.651 0.165 2.934
C10 0.454 0.890 4.862
F15 -0.318 0.036 5.542
F16 -0.104 2.099 4.917
F17 1.657 0.948 5.449
H1 -1.338 0.605 -4.615
H2 -3.034 0.310 -4.240
H3 -2.407 -0.564 -2.207
H4 -1.956 1.077 -1.751

Atoms 1-2, force components in eV/Å:
-0.04 -0.08 -0.02
-0.32 0.15 0.28

Properties
* charge: -1
* energy: -2705.21770 hartree
* max |F|: 0.51 eV Å⁻¹
* LUMO: 2.500 eV
* orbital gap: 7.7 eV
* molecular weight: 527.17 g/mol

# 6
ORCA calculation (ωB97M-V/def2-TZVPD) on C10H5Cl2NO3VY as an isolated structure at a distorted geometry.

Geometry (Å):
Y1 -0.376 -0.344 -4.899
V1 -0.349 -0.104 -1.978
Cl1 -2.221 0.987 -3.728
Cl2 1.338 -1.533 -3.344
C1 -1.033 -1.676 -1.390
C2 0.253 0.114 -7.419
C3 -0.010 -1.715 -6.960
O1 -1.228 -2.694 -0.843
O2 0.311 0.497 -8.535
O3 0.343 -2.528 -7.727
N1 -0.033 0.363 -0.075
C4 0.132 0.338 1.090
C5 0.197 0.452 2.552
C6 -0.966 0.714 3.284
C7 -0.929 1.008 4.660
C8 0.303 0.990 5.322
C9 1.486 0.714 4.612
C10 1.418 0.410 3.242
H1 -1.884 0.673 2.698
H2 -1.835 1.215 5.257
H3 0.365 1.270 6.385
H4 2.443 0.707 5.164
H5 2.274 0.143 2.631

Atoms 1-2, force components in eV/Å:
0.12 -0.04 -2.87
1.54 4.48 1.26

Properties
* charge: +4
* spin multiplicity: 3
* energy: -2565.43292 hartree
* max |F|: 10.47 eV Å⁻¹
* LUMO (alpha / beta): -17.845 / -17.666 eV
* orbital gap (alpha / beta): 3.8 / 3.7 eV
* molecular weight: 397.91 g/mol
* ⟨S²⟩: 2.456

# 7
ORCA calculation (ωB97M-V/def2-TZVPD) on C10H5F6MoN2O9S4 as an isolated structure at a distorted geometry.

Geometry (Å):
Mo1 0.647 0.344 0.367
F1 1.879 -2.583 -1.940
C1 3.065 -2.740 -1.380
F2 3.049 -3.655 -0.456
F3 4.004 -2.912 -2.258
S1 3.443 -1.099 -0.496
O1 2.178 -0.882 0.398
O2 4.629 -1.136 0.249
N1 3.379 0.016 -1.652
S2 2.222 1.018 -1.654
O3 0.857 0.351 -1.734
O4 2.021 1.752 -0.323
C2 2.543 2.274 -3.162
F4 3.742 2.703 -2.986
F5 1.626 3.175 -3.007
F6 2.386 1.543 -4.214
O5 -4.995 -1.219 -1.621
C3 -3.880 -0.908 -1.411
C4 -2.678 -1.900 -1.191
O6 -2.573 -3.040 -1.480
C5 -1.595 -1.000 -0.587
C6 -1.964 0.365 -0.618
O7 -1.098 1.098 -0.031
C7 -3.369 0.564 -1.201
O8 -3.900 1.591 -1.434
O9 -0.502 -1.186 0.054
S3 0.936 1.327 2.390
C8 -0.571 1.293 3.355
N2 -0.720 0.476 4.353
C9 -1.893 0.719 5.226
C10 -2.712 1.853 4.578
S4 -1.748 2.482 3.141
H1 -0.032 -0.230 4.596
H2 -1.526 0.992 6.214
H3 -2.463 -0.205 5.304
H4 -2.857 2.694 5.252
H5 -3.678 1.521 4.207

Atoms 1-2, force components in eV/Å:
1.01 -0.17 -0.42
0.05 -0.01 0.03

Properties
* charge: +3
* energy: -3429.59971 hartree
* max |F|: 1.11 eV Å⁻¹
* LUMO (alpha / beta): -13.812 / -13.790 eV
* orbital gap (alpha / beta): 5.1 / 5.1 eV
* molecular weight: 635.35 g/mol

# 8
ORCA calculation (ωB97M-V/def2-TZVPD) on C10H6AuBr4N2O5 as an isolated structure.

Geometry (Å):
Au1 -0.306 0.985 -0.649
N1 -1.998 -0.948 1.160
C1 -1.628 -0.007 2.219
C2 -1.951 1.432 1.844
O1 -2.692 2.108 2.558
N2 -1.402 1.924 0.715
C3 -1.890 3.201 0.225
C4 -1.822 3.255 -1.289
O2 -2.298 4.165 -1.924
O3 -1.203 2.239 -1.872
H1 -1.382 -1.749 1.162
H2 -2.950 -1.269 1.269
H3 -2.140 -0.189 3.166
H4 -0.555 -0.088 2.385
H5 -2.922 3.356 0.539
H6 -1.314 4.045 0.619
Br1 4.295 -3.662 -2.897
C5 3.172 -2.613 -1.798
C6 3.116 -2.835 -0.431
Br2 4.151 -4.192 0.378
C7 2.278 -2.042 0.363
Br3 2.110 -2.279 2.228
C8 1.513 -1.036 -0.202
O4 0.720 -0.250 0.530
C9 1.550 -0.822 -1.595
O5 0.772 0.128 -2.100
C10 2.385 -1.607 -2.376
Br4 2.390 -1.250 -4.227

Atoms 1-2, force components in eV/Å:
0.01 0.02 0.05
-0.02 0.01 0.01

Properties
* charge: -1
* energy: -11302.23146 hartree
* max |F|: 0.05 eV Å⁻¹
* LUMO: 2.282 eV
* orbital gap: 7.6 eV
* molecular weight: 750.75 g/mol

- The lowest max |F| belongs to which entry?
  C10H6AuBr4N2O5

- The highest max |F| belongs to which entry?
  C10H5Cl2NO3VY

What did the second record say?
ORCA calculation (ωB97M-V/def2-TZVPD) on a 12-piece molecular cluster, C10H42BF4N20O11 overall at a distorted geometry.

Geometry (Å):
B1 0.712 0.706 0.132
F1 1.782 1.505 -0.288
F2 0.777 0.404 1.482
F3 -0.522 1.282 -0.268
F4 0.766 -0.503 -0.606
O1 0.220 3.628 1.002
H1 -0.017 2.730 0.741
H2 0.892 3.864 0.342
C1 -2.719 -2.389 -1.158
O2 -2.427 -3.118 -0.218
N1 -3.781 -2.640 -1.992
N2 -1.977 -1.318 -1.524
H3 -4.323 -3.438 -1.715
H4 -4.121 -1.987 -2.671
H5 -1.199 -1.101 -0.926
H6 -2.260 -0.770 -2.315
C2 0.933 4.584 -2.096
O3 1.326 5.161 -1.086
N3 1.663 4.584 -3.255
N4 -0.310 4.039 -2.218
H7 1.353 3.992 -4.003
H8 2.586 4.973 -3.227
H9 -0.530 3.519 -3.048
H10 -0.903 4.078 -1.398
C3 -2.564 1.523 -3.977
O4 -3.510 1.895 -4.640
N5 -1.319 1.222 -4.497
N6 -2.494 1.543 -2.603
H11 -1.316 1.099 -5.494
H12 -0.551 0.931 -3.920
H13 -3.151 2.103 -2.079
H14 -1.636 1.289 -2.147
C4 4.188 -1.687 0.218
O5 4.436 -1.061 -0.800
N7 3.262 -1.337 1.161
N8 4.722 -2.919 0.469
H15 3.313 -1.692 2.099
H16 2.677 -0.531 0.989
H17 4.344 -3.491 1.200
H18 5.394 -3.255 -0.194
C5 -2.316 -0.370 3.410
O6 -1.955 0.806 3.499
N9 -2.615 -1.151 4.482
N10 -2.398 -0.989 2.206
H19 -2.381 -0.817 5.398
H20 -2.700 -2.147 4.381
H21 -2.099 -0.440 1.421
H22 -2.335 -1.988 2.086
C6 2.380 1.856 4.066
O7 3.074 1.796 5.074
N11 1.039 2.063 4.000
N12 2.958 1.808 2.822
H23 0.442 2.185 4.794
H24 0.649 2.145 3.076
H25 2.440 2.079 2.004
H26 3.908 1.508 2.727
C7 0.126 -2.233 3.432
O8 -0.444 -3.132 4.045
N13 0.631 -1.112 4.018
N14 0.212 -2.243 2.066
H27 0.703 -0.353 3.362
H28 0.422 -0.884 4.971
H29 0.798 -1.625 1.544
H30 -0.021 -3.154 1.685
C8 2.631 -0.821 -3.963
O9 2.433 -0.802 -5.170
N15 2.696 0.356 -3.259
N16 2.786 -1.920 -3.172
H31 2.779 1.250 -3.704
H32 2.661 0.422 -2.251
H33 2.936 -1.724 -2.196
H34 3.072 -2.760 -3.638
C9 -3.539 3.093 0.294
O10 -3.111 3.690 -0.696
N17 -4.654 3.495 0.966
N18 -2.865 2.105 0.940
H35 -5.071 4.378 0.749
H36 -4.813 2.959 1.799
H37 -1.956 1.884 0.547
H38 -3.058 1.703 1.844
C10 0.410 -4.848 -0.158
O11 0.484 -4.946 1.064
N19 -0.362 -5.716 -0.885
N20 0.872 -3.755 -0.825
H39 -0.166 -5.793 -1.867
H40 -0.602 -6.500 -0.300
H41 1.408 -3.060 -0.336
H42 0.792 -3.716 -1.824

Atoms 1-2, force components in eV/Å:
0.34 -0.74 -1.69
-0.20 -0.02 0.42

Properties
* charge: -1
* energy: -2754.14059 hartree
* max |F|: 2.18 eV Å⁻¹
* LUMO: 2.220 eV
* orbital gap: 9.1 eV
* molecular weight: 705.38 g/mol